[1]
{
  "formula": "C28H32Cl2O2SiZr",
  "method": "ωB97M-V/def2-TZVPD",
  "elements": ["C", "H", "H", "C", "H", "C", "H", "C", "H", "H", "C", "H", "H", "H", "C", "H", "O", "C", "C", "C", "H", "C", "C", "C", "C", "C", "C", "H", "H", "C", "H", "H", "C", "H", "C", "H", "C", "O", "H", "Cl", "Cl", "C", "C", "C", "Zr", "H", "H", "H", "H", "H", "C", "H", "C", "C", "Si", "H", "H", "H", "H", "C", "H", "H", "C", "H", "H", "C"],
  "xyz": [[0.39894, -0.24378, -3.83952], [1.89961, -1.13993, 3.38116], [0.89750, 0.54294, -5.75951], [3.77153, -0.06991, 3.18107], [0.76221, -4.23362, -2.52719], [-2.23007, 2.29902, 1.45212], [-0.74932, -1.83408, 6.10076], [1.71890, 0.54708, 2.02743], [-2.63476, 5.57351, 2.34557], [1.98381, 1.05680, -4.45770], [0.25006, -2.13966, -2.53457], [1.92572, 2.13960, 0.55422], [0.33397, -0.29576, 4.51631], [-2.46170, -1.46142, 1.42180], [-0.99948, -0.64109, -3.78447], [3.52297, 1.85938, -1.71179], [0.06489, -0.05523, -0.00110], [-2.72336, -2.38717, 3.36570], [-1.12952, -1.75668, 5.08032], [4.45549, 0.94774, 2.49150], [4.28153, -0.68142, 3.93630], [2.43308, 1.50051, 1.27941], [-0.51287, -0.89276, 4.17003], [-2.29863, -2.69231, -2.90380], [-2.86830, 3.52975, 1.67001], [-2.08085, -1.54356, 2.44443], [0.62735, -3.38962, -1.82805], [0.37794, 1.77596, -4.59443], [-2.77273, 1.48526, 0.95516], [-0.25672, 3.12601, 2.55010], [-2.62565, -2.94164, -3.92759], [0.72772, 2.93833, 2.99590], [-0.90914, 2.07727, 1.86898], [-2.09124, -3.62597, -2.36190], [2.41640, -0.30603, 2.90265], [-0.15585, -3.67367, -1.11399], [-0.95595, -0.79831, 2.83420], [3.46555, 0.99419, -1.21728], [5.50429, 1.15533, 2.72885], [-1.14121, 2.33674, -2.10641], [-3.57483, -0.06002, -1.13697], [-2.24390, -2.49994, 4.67455], [2.62947, -1.27050, -3.04566], [1.14611, -1.19179, -3.09715], [-1.43494, 0.03809, -1.64136], [-1.85113, 0.76147, -5.16703], [3.04637, -1.58519, -4.01936], [2.93879, -2.00315, -2.28815], [-3.60965, -2.95375, 3.06749], [4.34151, 2.41277, 0.89125], [-2.16073, 4.59860, 2.22494], [1.56779, -3.25952, -1.27674], [-0.84698, 4.39583, 2.66744], [3.80463, 1.67932, 1.49339], [-0.08044, 0.41512, 1.72318], [-0.28992, 5.21369, 3.13545], [-3.14172, -2.18542, -2.39606], [-2.73809, -3.15762, 5.38999], [-2.96115, 0.28258, -3.82926], [-1.08075, -1.83831, -2.99384], [3.07480, -0.30035, -2.74385], [-3.92438, 3.65299, 1.40807], [-2.16546, -0.07252, -4.51905], [-2.61826, -0.86121, -5.14851], [1.01144, -0.13438, -0.25450], [0.93927, 0.84145, -4.70294]],
  "atomic_forces_ev_per_a": [[-0.9, -1.1, 0.2], [0.2, 0.3, -0.1], [0.0, 0.1, 0.0], [-0.3, -0.1, -0.2], [0.0, 0.0, 0.0], [-0.3, 0.2, 0.1], [-0.1, 0.0, -0.2], [0.7, 0.0, 0.4], [0.1, -0.2, 0.0], [-0.1, 0.0, 0.0], [-0.7, 0.7, -0.2], [0.2, -0.3, 0.1], [-0.3, -0.1, -0.2], [0.2, 0.0, 0.2], [1.3, -0.2, -0.2], [-0.2, -1.2, 0.7], [0.5, 0.3, 2.0], [0.2, 0.2, 0.1], [-0.2, 0.1, -0.4], [-0.3, -0.1, 0.0], [-0.1, 0.2, -0.4], [0.2, 0.1, 0.5], [-0.3, -0.3, 0.1], [-0.4, -0.4, -0.1], [0.2, -0.2, -0.1], [-0.1, -0.3, 0.5], [0.1, -0.3, 0.4], [0.0, -0.1, 0.0], [0.1, 0.3, 0.2], [-0.1, 0.3, -0.1], [-0.1, -0.2, 0.3], [-0.3, 0.2, -0.3], [-0.2, 0.7, 0.7], [-0.1, 0.2, -0.2], [0.7, 0.4, 0.2], [0.3, 0.0, -0.1], [-0.2, -0.3, 0.3], [0.2, 1.4, -0.7], [-0.3, -0.1, -0.2], [0.2, 1.6, 0.0], [-4.9, 0.0, 0.9], [0.2, 0.2, -0.1], [0.4, 0.2, 0.2], [-0.9, 0.3, -0.3], [4.6, -1.3, -0.2], [-0.2, -0.2, 0.3], [-0.1, 0.0, 0.2], [0.1, 0.2, -0.2], [0.3, 0.2, 0.0], [-0.2, -0.3, 0.2], [0.3, -0.3, 0.1], [-0.3, -0.1, 0.0], [-0.1, -0.4, 0.0], [0.0, 0.0, 0.4], [-0.1, -0.4, -2.9], [-0.2, -0.3, -0.1], [0.2, -0.5, -0.3], [0.1, 0.1, -0.2], [0.3, 0.0, -0.6], [0.4, 0.2, -0.5], [-0.1, -0.3, 0.1], [0.4, -0.1, -0.1], [-0.4, 0.1, -0.4], [-0.1, 0.2, 0.0], [0.1, 0.3, -0.1], [0.2, 0.2, 0.0]],
  "e_homo_ev": [2.12, 2.23],
  "total_charge": -2,
  "e_lumo_ev": [4.492, 4.526],
  "gap_ev": [2.4, 2.3]
}

=====

[2]
{
  "formula": "C28H32F5N3O4Sr",
  "method": "ωB97M-V/def2-TZVPD",
  "elements": ["C", "F", "H", "F", "C", "H", "H", "H", "H", "C", "H", "H", "C", "H", "C", "C", "O", "H", "H", "H", "H", "H", "C", "O", "C", "C", "N", "C", "N", "H", "N", "C", "F", "H", "C", "H", "C", "C", "H", "C", "H", "C", "C", "H", "H", "H", "C", "C", "C", "C", "C", "C", "H", "H", "O", "C", "H", "O", "C", "H", "F", "Sr", "H", "C", "H", "H", "F", "C", "H", "H", "C", "H", "H"],
  "xyz": [[-2.26552, -2.29598, 0.40476], [3.56502, 3.80203, 0.38610], [0.09158, -1.51287, -4.19885], [4.92154, 2.26838, -3.85927], [-1.60958, 2.25821, 2.64358], [-2.40260, 5.26926, -2.11784], [0.65475, -2.64493, 5.12231], [-0.72577, 0.42888, 3.24330], [0.04379, -0.00440, -3.29492], [-1.56749, -1.71628, -1.85718], [0.12813, -4.14870, 1.98221], [-1.07527, 3.07194, 2.13683], [-2.35043, 2.43020, -0.27585], [2.73336, -1.57021, -0.62984], [-2.05398, 4.32847, -1.71185], [-0.54359, -0.66976, -3.93154], [-0.93626, 1.05376, 2.38529], [4.44456, -2.92296, 1.76604], [-2.29563, -1.89266, -3.82448], [3.45040, -4.13665, 2.57196], [-1.56293, -4.65521, 1.96959], [-3.64991, 1.59350, 2.81808], [3.51628, 2.90753, -0.60386], [1.74259, -0.18547, -1.33462], [-2.81623, 0.07159, -3.20964], [2.68135, 1.81328, -0.50637], [-1.17578, 1.91225, -0.65749], [-2.48641, -1.64768, -0.80762], [0.67146, -0.99741, 3.07440], [2.23040, -3.39030, 4.75773], [2.17624, -1.82498, 1.10913], [-0.18910, -3.12178, -0.42637], [1.87957, 1.69907, 0.59379], [-3.02372, 0.37556, -4.23623], [4.19043, 2.12434, -2.75162], [-2.88032, 0.62512, 0.72612], [2.48616, -2.25339, 2.27313], [1.56478, -1.87465, 3.37193], [-0.78805, -0.14580, -4.85615], [1.66154, -2.46203, 4.74550], [-3.77376, 4.01908, -0.45790], [-1.11547, -3.05706, 0.61459], [4.29035, 3.06852, -1.73859], [-4.22429, 1.71169, 0.41612], [0.47227, 2.11241, -1.87359], [-3.46770, 3.23250, 2.19860], [2.55780, 0.81912, -1.48292], [-0.40556, -2.45361, -1.62472], [-3.17778, 1.67364, 0.72727], [3.34199, 1.03926, -2.62756], [-0.89825, -3.79079, 1.91057], [3.70616, -3.07415, 2.54810], [0.73348, -3.66865, -0.28109], [-3.77335, -0.17391, -2.75095], [-0.17035, -0.59661, 4.00835], [-2.81516, 3.63858, -0.78613], [-2.39678, 0.93067, -2.68540], [3.05013, -2.16336, 0.08640], [-3.05071, 2.22172, 2.15416], [-3.40169, -1.08559, -0.92793], [5.11529, 4.11540, -1.86245], [0.09457, -0.23896, 0.57870], [-1.59032, 2.48545, 3.71387], [-1.83253, -1.09875, -3.22498], [-1.09765, -3.15146, 2.77179], [-0.21263, 4.27597, -2.84321], [3.27832, 0.16764, -3.64596], [-0.45516, 2.57916, -1.56565], [0.36679, -2.49984, -2.37878], [4.13387, -2.81579, 3.51546], [-0.84462, 3.78545, -2.11645], [-2.99981, -2.20672, 1.19767], [2.12720, -1.76024, 5.44236]],
  "atomic_forces_ev_per_a": [[0.1, 0.0, -0.1], [0.0, 0.0, 0.0], [0.0, 0.0, 0.0], [0.0, 0.0, 0.0], [0.1, 0.1, 0.0], [0.0, 0.0, 0.0], [0.0, 0.0, 0.0], [0.0, 0.0, -0.1], [0.0, 0.0, 0.0], [0.0, 0.0, 0.0], [0.0, 0.0, 0.0], [0.0, 0.0, 0.0], [0.0, 0.0, 0.0], [0.0, 0.0, 0.0], [0.0, 0.0, 0.0], [0.0, 0.0, 0.0], [-0.2, -0.2, 0.1], [0.0, 0.0, 0.0], [0.0, 0.0, 0.0], [0.0, 0.0, 0.0], [0.0, 0.0, 0.0], [0.0, 0.0, 0.0], [0.0, -0.1, 0.0], [0.0, 0.0, 0.1], [0.0, 0.0, 0.0], [0.0, 0.1, 0.1], [0.0, 0.0, 0.0], [0.0, 0.0, 0.0], [0.0, 0.1, -0.2], [0.0, 0.0, 0.0], [0.0, 0.1, -0.1], [-0.1, 0.0, 0.1], [0.1, 0.0, 0.0], [0.0, 0.0, 0.0], [-0.1, 0.0, 0.1], [0.0, 0.0, 0.0], [0.0, 0.0, -0.1], [0.0, 0.0, 0.2], [0.0, 0.0, 0.0], [0.0, 0.0, 0.0], [0.0, 0.0, 0.0], [-0.1, -0.1, 0.1], [0.0, -0.1, -0.1], [0.0, 0.0, 0.0], [0.0, 0.0, 0.0], [0.0, 0.0, 0.0], [-0.1, 0.0, -0.1], [0.1, -0.1, 0.0], [0.1, 0.0, 0.1], [0.1, 0.0, -0.1], [0.0, 0.0, 0.0], [0.0, 0.0, 0.0], [0.0, 0.0, 0.0], [0.0, 0.0, 0.0], [0.0, 0.0, 0.0], [0.0, 0.0, 0.0], [0.0, 0.0, 0.0], [0.0, 0.0, 0.0], [-0.1, 0.0, 0.0], [0.0, 0.0, 0.0], [0.0, 0.0, 0.0], [0.2, 0.1, -0.1], [0.0, 0.0, 0.0], [0.0, 0.0, 0.0], [0.0, 0.0, 0.0], [0.0, 0.0, 0.0], [0.0, -0.1, 0.0], [0.0, 0.0, 0.0], [0.0, 0.0, 0.0], [0.0, 0.0, 0.0], [0.0, 0.0, 0.0], [0.0, 0.0, 0.0], [0.0, 0.0, 0.0]],
  "e_homo_ev": -7.77,
  "e_lumo_ev": 0.348,
  "gap_ev": 8.1
}

=====

[3]
{
  "formula": "C28H32FIrN6O6S",
  "method": "ωB97M-V/def2-TZVPD",
  "elements": ["H", "C", "Ir", "H", "C", "C", "H", "C", "C", "C", "N", "C", "H", "H", "F", "H", "O", "C", "C", "C", "H", "C", "H", "O", "H", "H", "N", "N", "C", "C", "H", "H", "H", "C", "H", "C", "C", "C", "H", "N", "H", "H", "C", "H", "C", "H", "C", "C", "H", "H", "C", "H", "H", "H", "O", "N", "H", "O", "H", "H", "H", "H", "S", "C", "N", "O", "C", "H", "H", "C", "C", "H", "O", "C", "C"],
  "xyz": [[5.99694, 3.39740, -2.72869], [-4.99666, 1.58211, -0.84102], [-0.16792, -0.33667, -0.19052], [8.39662, -2.09308, -1.44962], [6.17258, 4.08185, -1.90940], [-1.35190, -3.11862, 0.49701], [-5.12612, 1.41708, -1.91120], [5.04183, 4.99414, -1.53960], [2.64385, 0.60128, -0.35463], [-5.69661, -0.83254, -0.52795], [-3.24345, 0.38237, 1.89059], [-5.35412, -2.22757, -0.01459], [9.36056, -0.07130, 1.42335], [10.74722, -2.24052, -1.44282], [6.36161, -2.42348, -0.09829], [-4.31912, 3.61699, -1.05875], [-5.48426, 0.59723, 1.97240], [3.17878, 2.92424, -0.50873], [9.09705, 0.49240, 0.52124], [4.98491, 1.42085, -0.47147], [5.26074, 5.98805, -1.17917], [5.39839, 3.85231, -0.64381], [2.84021, 3.95110, -0.54643], [-0.18949, 1.63318, -0.50700], [-3.00032, 2.45897, -1.00065], [8.66919, -2.32128, 0.27851], [4.49453, 2.71588, -0.56644], [10.63316, -0.12820, -1.29528], [4.58591, -0.93755, -0.26088], [10.35521, -1.49877, -0.75158], [-3.17547, 0.56223, 2.88411], [-5.96989, 1.84620, -0.42465], [4.13909, 4.91598, -2.12910], [6.36464, 1.17287, -0.47373], [7.03989, 2.00590, -0.59833], [0.79874, 2.47292, -0.43164], [-2.16420, 0.09566, 1.16376], [0.73172, -3.19162, -0.26607], [-5.83240, -0.85222, -1.60882], [8.26607, -0.31230, -0.36645], [-4.57170, -2.69015, -0.62032], [5.87259, 4.07810, 0.30324], [-1.15688, -4.45660, 0.51456], [11.59041, -0.04941, -1.63938], [10.35966, 0.91414, -0.24105], [-2.25720, -2.61194, 0.78480], [4.07559, 0.36282, -0.37333], [-3.98455, 2.69353, -0.58912], [8.56708, 1.38064, 0.84959], [10.90599, -1.57000, 0.18426], [8.83923, -1.64481, -0.56205], [-5.02724, -2.20615, 1.03041], [-6.62303, -0.47357, -0.08098], [-6.22518, -2.87943, -0.05262], [-0.94807, 0.02141, 1.61765], [-0.26699, -2.39767, 0.04970], [-1.85178, -5.22133, 0.81777], [-3.24972, -0.56470, -2.06673], [11.23319, 0.95876, 0.40649], [7.18681, 4.44536, -1.81856], [10.24606, 1.86644, -0.75466], [1.66930, -2.81509, -0.64005], [0.41296, -4.83080, -0.03592], [5.92861, -1.15840, -0.24880], [-2.16722, -0.18697, -0.12466], [1.88072, -0.42656, -0.26311], [-3.30867, -0.22539, -0.91697], [10.00629, 0.03922, -2.08478], [3.91501, -1.77572, -0.14522], [6.87026, -0.10860, -0.35614], [-4.52882, 0.40389, 1.28232], [-3.86680, 2.90400, 0.47642], [0.64294, 3.67297, -0.41304], [2.21887, 1.93892, -0.41729], [-4.60500, 0.20880, -0.23241]],
  "atomic_forces_ev_per_a": [[0.0, 0.0, 0.0], [0.0, 0.0, 0.0], [0.4, -0.1, -0.2], [0.0, 0.0, 0.0], [0.0, 0.0, 0.0], [0.0, 0.0, 0.0], [0.0, 0.0, 0.0], [0.0, 0.0, 0.0], [0.0, 0.0, 0.0], [0.0, 0.0, 0.0], [0.0, -0.1, 0.0], [0.0, 0.0, 0.0], [0.0, 0.0, 0.0], [0.0, 0.0, 0.0], [0.0, 0.0, 0.0], [0.0, 0.0, 0.0], [0.0, 0.0, 0.0], [0.0, 0.0, 0.0], [0.0, 0.0, 0.0], [0.1, 0.1, 0.0], [0.0, 0.0, 0.0], [0.0, 0.0, 0.0], [0.0, 0.0, 0.0], [0.0, 0.0, 0.0], [0.0, 0.0, 0.0], [0.0, 0.0, 0.0], [-0.1, 0.0, 0.0], [0.0, 0.0, 0.0], [0.0, 0.0, 0.0], [0.0, 0.0, 0.0], [0.0, 0.0, 0.0], [0.0, 0.0, 0.0], [0.0, 0.0, 0.0], [0.0, 0.0, 0.0], [0.0, 0.0, 0.0], [-0.2, 0.0, 0.0], [0.2, 0.1, -0.1], [0.0, 0.0, 0.0], [0.0, 0.0, 0.0], [0.0, 0.0, 0.1], [0.0, 0.0, 0.0], [0.0, 0.0, 0.0], [0.0, 0.0, 0.0], [0.0, 0.0, 0.0], [0.0, 0.0, 0.0], [0.0, 0.0, 0.0], [0.0, -0.1, 0.0], [0.0, 0.0, 0.0], [0.0, 0.0, 0.0], [0.0, 0.0, 0.0], [0.0, 0.0, 0.0], [0.0, 0.0, 0.0], [0.0, 0.0, 0.0], [0.0, 0.0, 0.0], [-0.3, 0.0, 0.0], [0.1, 0.1, 0.0], [0.0, 0.0, 0.0], [0.0, 0.0, 0.0], [0.0, 0.0, 0.0], [0.0, 0.0, 0.0], [0.0, 0.0, 0.0], [0.0, 0.0, 0.0], [0.0, 0.0, 0.0], [0.1, 0.1, 0.0], [-0.2, -0.1, 0.1], [-0.1, -0.1, 0.0], [0.0, 0.0, 0.1], [0.0, 0.0, 0.0], [0.0, 0.0, 0.0], [-0.1, -0.1, 0.0], [0.0, 0.0, 0.0], [0.0, 0.0, 0.0], [0.1, 0.0, 0.0], [0.1, 0.0, 0.0], [0.0, 0.0, 0.0]],
  "e_homo_ev": -13.54,
  "total_charge": 2,
  "e_lumo_ev": -5.701,
  "gap_ev": 7.8
}